# 1
{"formula": "C10H6NO2", "method": "the ωB97M-V functional and the def2-TZVPD basis", "elements": ["C", "C", "C", "C", "C", "C", "C", "C", "C", "C", "N", "O", "O", "H", "H", "H", "H", "H", "H"], "coordinates": [[2.4912, 0.7119, 0.4395], [2.5368, -0.6482, 0.4654], [1.2688, 1.3310, 0.0390], [1.4168, -1.4366, 0.1717], [0.1613, 0.6299, -0.3208], [0.2354, -0.8347, -0.1793], [-2.1772, -1.0903, 0.2180], [-1.0912, 1.2371, -0.5933], [-0.9922, -1.5685, -0.3527], [-2.4249, 0.2818, 0.3981], [-1.4319, 2.2607, -1.2576], [-3.3209, 0.9822, 0.8853], [-0.8662, -2.7043, -0.9070], [3.2209, 1.4759, 0.8309], [3.4453, -1.2116, 0.5504], [1.3617, 2.4771, -0.0736], [1.4689, -2.4484, 0.3748], [-2.9129, -1.7337, 0.5312], [-2.3898, 2.2887, -1.2200]], "mol_weight_da": 172.2, "e_tot_ha": -589.894268, "e_above_lowest_kcal_mol": 0.0, "gap_ev": 7.49, "lumo_energy_ev": 3.54, "multiplicity": 1, "total_charge": -1}


# 2
{"formula": "C3H16NO4", "method": "the ωB97M-V functional and the def2-TZVPD basis", "elements": ["C", "C", "C", "O", "N", "H", "H", "H", "H", "H", "H", "H", "H", "H", "H", "H", "H", "O", "H", "H", "O", "H", "H", "O"], "coordinates": [[0.3014, -0.8264, -0.6550], [1.4196, -1.0634, 0.3198], [1.2506, -2.4347, 0.9923], [0.5191, -3.3195, 0.1586], [-0.2577, 0.6680, -0.6537], [-0.5637, -1.3294, -0.1688], [0.5688, -1.1947, -1.5638], [2.3617, -1.1630, -0.2517], [1.4392, -0.4047, 1.2268], [2.1969, -2.7737, 1.3400], [0.5252, -2.3181, 1.7868], [1.1540, -3.8932, -0.4120], [-0.6913, 0.7947, 0.2038], [-0.9312, 0.9210, -1.3747], [0.5598, 1.3090, -0.7342], [-0.0183, 4.5715, -2.1566], [-1.0020, 3.4043, -2.3161], [-0.3633, 3.7926, -1.7538], [-3.1995, 0.9091, -2.3929], [-3.0961, 1.6609, -1.0752], [-2.5709, 1.1022, -1.6309], [-0.5431, 0.2384, 3.3973], [0.5348, 0.9242, 4.2788], [0.4063, 0.4250, 3.4353]], "mol_weight_da": 130.2, "e_tot_ha": -479.340909, "e_above_lowest_kcal_mol": 37.0, "gap_ev": 10.45, "lumo_energy_ev": -3.09, "multiplicity": 1, "total_charge": 1}


# 3
{"formula": "C7H13ClO3S", "method": "the ωB97M-V functional and the def2-TZVPD basis", "elements": ["O", "S", "O", "C", "C", "C", "C", "C", "C", "C", "Cl", "O", "H", "H", "H", "H", "H", "H", "H", "H", "H", "H", "H", "H", "H"], "coordinates": [[-2.7007, -1.7038, 0.0818], [-1.3311, -1.9827, 0.3574], [-0.8412, -3.3247, 0.3021], [-0.9341, -1.2945, 1.9577], [0.5284, -0.8663, 2.2075], [1.3165, -0.7534, 0.8988], [0.4131, -0.1008, -0.1375], [1.0949, 0.5555, -1.3164], [0.1199, 1.3262, -2.2046], [-0.4345, 2.5806, -1.5273], [-2.0790, 2.3342, -0.8539], [-0.4529, -1.1321, -0.6665], [-1.2708, -2.0616, 2.6539], [-1.6082, -0.4430, 2.0514], [0.4972, 0.1138, 2.6850], [1.0224, -1.5571, 2.8885], [2.2506, -0.2084, 1.0338], [1.5572, -1.7552, 0.5347], [-0.2141, 0.6503, 0.3609], [1.6165, -0.2028, -1.9063], [1.8546, 1.2337, -0.9150], [-0.7090, 0.6680, -2.4673], [0.6267, 1.6224, -3.1242], [0.1804, 2.8826, -0.6804], [-0.5028, 3.4192, -2.2142]], "mol_weight_da": 212.7, "e_tot_ha": -1358.615611, "e_above_lowest_kcal_mol": 1.1, "smiles": "O=S1(=O)CCC[C@@H](CCCCl)O1", "gap_ev": 11.21, "lumo_energy_ev": 0.64, "multiplicity": 1}


# 4
{"formula": "C5H7N", "method": "the ωB97M-V functional and the def2-TZVPD basis", "elements": ["C", "C", "N", "C", "C", "C", "H", "H", "H", "H", "H", "H", "H"], "coordinates": [[1.1942, 1.8761, 0.0564], [1.0986, 0.5774, -0.0438], [2.3742, -0.6500, 0.0792], [1.3889, -1.4735, -0.0503], [0.2024, -0.5523, -0.3859], [-1.1848, -0.5180, 0.2279], [2.0460, 2.5025, 0.1520], [0.3666, 2.5836, 0.3416], [1.4458, -2.6087, 0.0187], [-0.0326, -0.4871, -1.5268], [-1.6850, 0.4396, 0.2466], [-1.2167, -0.6895, 1.3840], [-2.0050, -1.2840, -0.0575]], "mol_weight_da": 81.1, "e_tot_ha": -249.330255, "e_above_lowest_kcal_mol": 89.7, "smiles": "C=C1N=C[C@H]1C", "gap_ev": 10.44, "lumo_energy_ev": 0.93, "multiplicity": 1}